Computed, not measured: a cluster of 2 separate species, C3H11N4 in total at a distorted geometry, with ωB97M-V/def2-TZVPD.

Structure (XYZ):
```
18
Properties=species:S:1:pos:R:3:forces:R:3:lowdin_charge:R:1
C -0.533472 -0.720814 -0.269337 -1.4 -1.9 0.7 -0.18
C 2.673320 1.497194 0.865530 0.1 -1.6 -0.4 -0.04
C -1.956503 -0.287366 -2.139329 -2.0 2.7 2.6 0.02
N 0.463109 -0.901023 0.313643 0.0 0.9 -0.4 0.17
N 1.954598 0.634076 1.802285 -1.7 -1.0 -0.8 0.07
N -1.758111 -0.751288 -0.729286 3.5 1.7 -2.9 -0.22
N -2.828378 -1.408786 -0.184387 -0.5 1.4 1.1 0.11
H 3.453777 0.984000 0.381616 1.4 -1.2 0.2 0.09
H 2.216973 1.800240 -0.028548 -2.1 0.6 -0.6 0.08
H 3.055274 2.273750 1.374205 1.4 2.9 1.5 0.06
H -1.245055 0.375848 -2.633818 0.3 0.3 1.2 0.10
H -2.046364 -1.028963 -2.826505 -0.5 -2.9 -1.5 0.05
H -2.940847 0.200665 -1.945598 0.6 0.0 -1.2 0.11
H 1.552875 1.039092 2.639501 -0.4 1.0 -0.4 0.15
H 2.548750 -0.053652 2.243078 0.4 -0.6 -0.6 0.15
H -3.124541 -2.143198 -0.764874 -0.1 -1.5 -0.5 0.09
H 1.125987 0.100584 1.136358 1.3 -0.3 1.4 0.07
H -2.611390 -1.610359 0.765465 -0.3 -0.6 0.6 0.10
```
Positions in Å, forces in eV/Å.

2S+1: 1
DFT total energy, eV: -9240.504
Gap between HOMO and LUMO, eV: 9.815
Charge: +1
F_max, eV/A: 4.86
LUMO energy, eV: -2.867